[1]
The following is a quantum chemistry calculation of C15H25AlF4MgN2NaO3P2 as an isolated structure, from OMol25.

## Properties
* HOMO energy: -8.0006 eV
* energy relative to the best compared isomer or geometry (same formula, charge and spin): 0.0 kcal/mol
* charge: +1

Geometry (Å):
C  1.1645  -5.6885  3.5376
C  1.3258  -5.4885  2.3693
C  1.4013  -5.3523  0.9207
C  0.7850  -4.0047  0.4597
C  1.5379  -3.3675  -0.7230
P  1.8736  -1.5784  -0.4563
N  0.6660  -0.6615  -1.3061
P  3.7169  -1.0101  -1.4899
C  3.8284  -1.9052  -3.1622
C  5.2054  -1.6155  -0.5096
C  5.1648  -0.9153  0.8458
H  0.9426  -6.0084  4.5272
H  2.4394  -5.4222  0.5931
H  0.8691  -6.1801  0.4568
H  0.7068  -3.3313  1.3089
H  -0.2374  -4.2176  0.1546
H  2.4850  -3.8880  -0.8699
H  0.9776  -3.5160  -1.6492
H  1.0194  0.2937  -1.2581
H  0.7216  -0.8830  -2.3001
H  4.1580  -1.1551  -3.9222
H  2.9022  -2.3690  -3.4747
H  4.6127  -2.6941  -3.0490
H  6.1069  -1.3443  -1.0943
H  5.1502  -2.6983  -0.3955
H  4.3907  -1.3883  1.4455
H  6.1001  -1.0390  1.3853
H  4.9207  0.1404  0.7605
Na  5.9997  -1.6028  -3.3919
F  2.0589  4.2756  1.6211
Al  3.4351  3.5358  0.7936
F  4.7331  3.4039  1.8082
F  3.7532  4.4964  -0.5347
F  2.8921  2.0316  0.2693
Mg  0.7414  4.1442  0.1665
C  -6.2020  2.8492  -1.4808
C  -5.1677  3.3358  -2.2763
C  -4.0587  3.9154  -1.6891
C  -4.0053  3.9952  -0.3042
C  -5.0293  3.5229  0.4989
C  -6.1324  2.9459  -0.0958
N  -2.8353  4.5762  0.3323
O  -1.9236  4.9965  -0.3958
O  -2.7780  4.6147  1.5360
H  -7.0659  2.3907  -1.9433
H  -5.2272  3.2598  -3.3534
H  -3.2550  4.2942  -2.3020
H  -4.9779  3.5922  1.5761
H  -6.9293  2.5682  0.5510
C  -6.6008  1.2517  3.0951
O  -7.2898  2.0363  2.2679
H  -5.9434  0.4939  2.5930
H  -5.9080  1.7628  3.7963
H  -7.2190  0.6017  3.7571

[2]
The following is a quantum chemistry calculation of C4H7BrF2S as an isolated structure, from OMol25.

## Properties
* HOMO energy: -8.6998 eV
* energy relative to the best compared isomer or geometry (same formula, charge and spin): 0.0 kcal/mol
* charge: 0

Geometry (Å):
C  1.9759  0.0407  -1.1233
C  0.6488  -0.0594  -0.3266
C  -3.1079  -0.4337  0.7713
C  -1.5671  -1.8262  0.0157
F  -2.3397  -2.7882  -0.4830
F  -0.9043  -2.2642  1.0546
S  -0.7380  -0.8535  -1.2158
Br  -2.6756  1.1106  -0.1306
H  2.0855  0.7774  -1.8925
H  2.8129  0.1209  -0.3330
H  2.2293  -0.9996  -1.5421
H  0.1156  0.9073  -0.1145
H  0.9586  -0.5214  0.7371
H  -3.1411  -0.3985  1.7935
H  -3.9895  -0.8540  0.4294

[3]
The following is a quantum chemistry calculation of a 2-piece molecular cluster, C9H23NPS overall, from OMol25.

## Properties
* HOMO energy: -11.7758 eV
* charge: +1

Geometry (Å):
C  3.2183  -1.7401  1.5029
C  1.6084  2.5085  0.1230
C  0.4307  -0.8303  -2.3275
C  -0.8083  0.8118  0.3788
C  -5.8471  0.4174  0.3374
C  2.6799  -0.6394  0.5566
C  1.2471  1.3606  -0.8454
C  1.3016  -0.1571  0.9592
C  0.0976  -0.8060  -1.0403
N  0.4300  0.2753  -0.1705
P  -1.1532  -2.1933  -0.4501
S  -4.0869  -0.2001  0.2311
H  4.3786  -1.7935  1.2741
H  3.1029  -1.4692  2.5204
H  2.9273  -2.7122  1.4197
H  2.0168  3.2875  -0.6778
H  0.6943  2.8333  0.6902
H  2.4414  2.0759  0.7633
H  0.1567  -1.6121  -2.9106
H  1.1846  -0.3370  -2.9270
H  -3.6893  0.7795  -0.6772
H  -0.8199  1.7639  1.0701
H  -1.4539  1.1984  -0.4489
H  -1.4976  0.2200  0.9797
H  -6.7045  -0.3906  0.3657
H  -5.9438  0.9413  -0.6434
H  -5.7745  1.0372  1.2635
H  2.6415  -1.0272  -0.4666
H  3.5128  0.1442  0.6116
H  2.1994  0.8335  -1.1787
H  0.6017  1.6641  -1.6708
H  0.8691  -1.0900  1.2502
H  1.2512  0.4961  1.7577
H  -1.0651  -2.8701  -1.6978
H  -0.1480  -2.7803  0.0773

[4]
The following is a quantum chemistry calculation of C7H22ClI2N2P2STb as an isolated structure, from OMol25.

## Properties
* HOMO energy (spin up / spin down): -14.2135 / -14.2534 eV
* 2S+1: 7
* energy relative to the best compared isomer or geometry (same formula, charge and spin): 0.0 kcal/mol
* charge: +2

Geometry (Å):
I  -1.3279  -0.2448  0.9175
I  2.0394  0.3323  0.5005
Tb  -2.0858  -0.3766  -2.2516
P  -0.5559  -2.5554  -1.2675
C  0.5171  -2.9360  0.1805
C  -1.8408  -3.7739  -0.7924
H  -1.4077  -4.7812  -0.8268
H  0.5796  -4.4792  -2.2510
H  -2.7057  -3.7090  -1.4591
H  0.1143  -3.2527  -3.4819
H  0.0149  -2.6576  1.1124
H  -2.1546  -3.5383  0.2333
C  0.5025  -3.4073  -2.4730
H  0.7094  -4.0135  0.1749
H  1.4937  -2.9392  -2.3940
H  1.4595  -2.3825  0.1025
P  -1.3628  2.1966  -1.3156
C  -0.4836  2.9394  0.1194
C  -0.6368  3.3235  -2.5471
H  -3.7659  2.5662  -1.5335
H  -2.9042  4.0277  -0.9354
H  -3.2019  2.6366  0.1611
C  -2.9758  2.9344  -0.8721
H  -0.9501  3.0284  -3.5508
H  -0.9190  4.3654  -2.3485
H  -0.6623  4.0192  0.0909
H  0.5901  2.7323  0.0509
H  0.4520  3.2094  -2.4608
H  -0.8671  2.5292  1.0583
Cl  -2.8730  -0.5484  -4.5826
N  4.0255  0.7218  3.3069
C  2.7919  0.5258  3.7798
N  2.6960  0.5129  5.1171
S  1.3398  0.2896  2.8909
H  4.7826  0.8807  3.9555
H  4.2270  0.7461  2.3226
H  1.8199  0.3835  5.5989
H  3.5258  0.6947  5.6698

no.,electronic energy (eV)
1,-70981.1459
2,-90570.9487
3,-31309.4537
4,-91153.4998